8 unconnected molecules or ions with the total composition C26H73N5O8 at a distorted geometry. Source: OMol25; level of theory: the ωB97M-V functional and the def2-TZVPD basis.

Positions of all 112 atoms, in Å:
C  -3.953381  18.203971  3.614941
O  -3.039152  17.592983  4.509008
C  -3.134522  18.140106  5.812445
C  -2.171492  17.446517  6.770602
C  -1.895050  18.468690  7.892886
N  -0.907915  17.092191  6.117482
H  -4.849076  17.576446  3.629280
H  -3.571330  18.163249  2.596466
H  -4.178770  19.236365  3.883311
H  -2.988334  19.226215  5.735360
H  -4.156363  17.985448  6.193584
H  -2.648132  16.582762  7.237502
H  -2.842661  18.733618  8.382810
H  -1.508522  19.422675  7.530901
H  -1.206353  18.069239  8.636729
H  -0.827197  17.598358  5.238819
H  -0.126066  17.476965  6.636112
C  -0.878047  20.013452  3.000184
O  -1.042787  20.862882  1.877470
C  -2.366614  20.814900  1.396394
C  -2.668249  21.922266  0.389786
C  -2.443548  23.290129  1.021057
N  -4.079304  21.825385  -0.013302
H  -1.194015  18.983963  2.828595
H  -1.410139  20.449475  3.855153
H  0.181576  20.079627  3.241953
H  -2.536662  19.881391  0.841063
H  -3.052344  20.867463  2.246753
H  -1.994724  21.851012  -0.471206
H  -2.656671  24.112077  0.331154
H  -1.388586  23.346780  1.297661
H  -3.053339  23.493185  1.902289
H  -4.214653  22.609736  -0.647047
H  -4.286498  21.010526  -0.585203
C  8.000928  21.787804  12.160705
O  7.399291  20.774658  11.394156
C  6.030253  20.559597  11.680494
C  5.400134  19.779824  10.525693
C  5.613907  20.432072  9.159551
N  3.993548  19.475195  10.706939
H  8.081091  21.487833  13.212808
H  7.457189  22.730021  12.045835
H  9.022492  21.901144  11.800302
H  5.969588  20.025617  12.637730
H  5.551460  21.542238  11.812582
H  5.945432  18.829078  10.528011
H  5.004980  21.339611  9.100709
H  5.243523  19.779174  8.371173
H  6.660050  20.676543  8.998431
H  3.438854  20.329844  10.817882
H  3.789715  19.078711  11.628203
C  1.586504  25.568496  4.884687
O  2.792989  26.025179  4.296554
C  3.791392  26.172910  5.289212
C  5.161818  25.970116  4.654647
C  5.353845  24.500061  4.276432
N  6.194890  26.357340  5.609790
H  1.756950  24.609096  5.381299
H  0.801068  25.414648  4.150019
H  1.268464  26.304572  5.628398
H  3.677420  27.171407  5.734854
H  3.674207  25.468150  6.121561
H  5.283999  26.566903  3.740395
H  4.550925  24.127043  3.640738
H  5.348153  23.926773  5.206036
H  6.291645  24.362870  3.736169
H  7.110442  26.239167  5.181367
H  6.152823  27.365508  5.752991
C  3.847127  13.250043  8.813281
O  3.020741  13.840578  7.837694
C  3.333376  15.183979  7.509761
C  3.193164  16.131835  8.709716
C  1.795168  16.186447  9.292828
N  3.573657  17.517537  8.334689
H  3.774216  13.723456  9.796122
H  4.892553  13.237734  8.488146
H  3.480526  12.236190  8.969573
H  4.347491  15.204316  7.092731
H  2.599714  15.518025  6.774726
H  3.906480  15.789280  9.467564
H  1.784708  16.804383  10.190764
H  1.457747  15.174945  9.538343
H  1.079033  16.604665  8.584816
H  4.450263  17.431638  7.820807
H  3.743653  18.126984  9.139634
C  3.812103  20.907416  0.759396
C  4.423785  20.769367  2.147648
O  5.659225  20.035375  2.088187
H  3.684887  19.939364  0.273623
H  4.441159  21.518219  0.110071
H  2.831815  21.385095  0.834288
H  3.750107  20.289915  2.853922
H  4.627816  21.794244  2.476561
H  6.314658  20.702280  1.861194
C  1.113089  24.087192  8.492768
C  1.603599  25.005603  9.576884
O  2.311201  24.247558  10.560738
H  0.429277  23.323482  8.866549
H  1.966716  23.631556  7.990568
H  0.515152  24.641007  7.765362
H  0.778405  25.532436  10.072005
H  2.241821  25.781665  9.136537
H  2.750626  24.876071  11.141151
C  1.582856  21.080207  5.477610
C  2.112802  20.352789  6.695026
O  1.684734  19.011326  6.770765
H  1.735684  22.134551  5.725349
H  0.511173  20.892934  5.427997
H  2.167648  20.825569  4.599110
H  1.864939  20.852299  7.645081
H  3.215032  20.336978  6.717845
H  2.233871  18.466253  7.374627

Force components x, y, z for each atom (eV/Å):
C -0.2 -1.0 0.1
O 0.4 0.4 -0.2
C -0.7 -0.6 -0.3
C 0.9 1.6 0.3
C -0.8 0.0 0.3
N 0.1 0.1 -0.3
H -0.4 0.4 0.0
H 0.3 0.1 0.1
H 0.0 0.1 0.0
H 0.3 0.0 0.2
H 0.0 0.1 0.0
H 0.0 -0.2 -0.3
H 0.1 -0.2 0.2
H 0.3 -0.2 -0.3
H 0.0 0.0 0.0
H -0.3 -0.3 -0.1
H 0.0 -0.1 0.3
C 0.5 0.9 0.1
O -0.2 -0.1 -0.3
C 0.0 -0.1 -0.6
C -0.2 0.5 0.7
C 0.4 0.3 -0.1
N 0.1 0.3 -0.4
H 0.0 0.0 -0.1
H -0.2 -0.3 0.0
H 0.0 -0.4 0.0
H 0.0 -0.3 0.4
H -0.3 0.1 -0.1
H 0.2 -0.2 0.1
H 0.1 -0.1 -0.2
H -0.1 0.2 0.1
H -0.1 -0.4 0.1
H -0.3 0.0 0.1
H 0.3 -0.1 0.2
C 0.2 -0.3 0.1
O 0.0 -0.2 -0.4
C 0.4 0.7 0.0
C 0.9 -0.3 0.1
C -0.5 0.2 0.4
N -1.1 0.4 1.1
H -0.2 0.2 0.1
H 0.0 0.1 0.2
H -0.1 0.1 -0.1
H -0.3 -0.2 -0.1
H -0.2 -0.1 -0.1
H -0.1 -0.1 -0.1
H 0.2 0.1 0.0
H 0.1 -0.1 0.0
H 0.0 0.0 0.0
H 0.3 0.1 -0.7
H 0.6 -0.5 -0.3
C 0.3 0.1 0.2
O -0.2 -0.6 0.0
C 0.1 0.5 -0.3
C 0.2 -0.2 -0.5
C -0.2 0.2 0.2
N 0.4 0.5 0.2
H 0.0 0.0 0.1
H 0.2 0.3 -0.3
H -0.3 -0.1 0.1
H 0.2 0.1 0.0
H 0.0 -0.2 -0.2
H -0.6 0.0 0.0
H -0.1 0.2 0.0
H 0.2 -0.2 -0.1
H 0.1 -0.1 0.2
H -0.1 -0.3 0.1
H -0.2 -0.1 0.2
C -0.2 -0.1 0.1
O -0.4 0.2 0.0
C -0.4 0.2 0.5
C 0.5 0.8 0.4
C -0.1 -0.6 0.0
N 0.3 -0.6 -0.8
H 0.1 0.2 -0.1
H 0.1 -0.1 0.1
H 0.1 -0.1 -0.3
H 0.0 0.3 0.0
H 0.1 -0.3 -0.3
H -0.2 -0.1 0.2
H 0.0 0.0 0.0
H 0.0 0.1 0.1
H 0.1 0.0 -0.1
H -0.1 0.4 0.0
H -0.2 -0.3 0.0
C -0.3 -0.2 0.1
C 0.4 0.4 -0.8
O -0.4 0.4 0.3
H 0.0 0.0 0.1
H 0.0 0.0 0.1
H 0.0 0.0 -0.1
H 0.1 -0.2 0.0
H -0.1 -0.1 0.5
H 0.2 -0.3 0.0
C -0.4 0.0 -0.1
C -0.1 0.3 0.3
O 0.1 0.1 -0.2
H 0.3 -0.1 0.2
H -0.1 -0.2 0.0
H 0.2 0.1 -0.1
H -0.1 -0.1 -0.2
H 0.1 -0.1 0.0
H 0.0 -0.1 0.1
C 0.3 0.2 1.4
C 1.2 -0.7 1.2
O -0.9 -0.4 -0.6
H -0.1 0.1 -0.4
H 0.1 0.0 -0.5
H -0.4 -0.1 -0.3
H -0.4 0.3 -0.3
H 0.0 0.3 -0.4
H 0.4 0.4 -0.1

Computed properties:
SMILES string: COC[C@H](C)N.COC[C@H](C)N.COC[C@H](C)N.COC[C@H](C)N.COC[C@H](C)N.CCO.CCO.CCO
Molar mass, g/mol: 583.9
Gap between HOMO and LUMO, eV: 9.080
Total energy, hartree: -1909.962234
ΔE to the lowest compared entry with this formula, charge and spin, eV: 0.435

***

A single C4H8N2S molecule at a distorted geometry. Source: OMol25; level of theory: the ωB97M-V functional and the def2-TZVPD basis.

Positions of all 15 atoms, in Å:
N  1.281223  -1.711875  0.164901
C  0.430314  -0.698483  0.782402
C  -1.001234  -0.513917  0.194935
N  -0.624535  0.817587  -0.214540
C  -1.124323  1.637791  -1.193638
S  -0.342257  2.935806  -1.763828
C  0.749637  0.696090  0.186564
H  0.812494  -2.634016  0.258423
H  2.094842  -1.689518  0.751544
H  0.394483  -0.683119  1.875672
H  -1.915505  -0.569573  0.766740
H  -1.087956  -1.157393  -0.665544
H  -2.102999  1.321215  -1.445377
H  1.030221  1.483297  0.939446
H  1.405595  0.766106  -0.637700

Force components x, y, z for each atom (eV/Å):
N -1.6 -0.6 0.4
C -0.4 0.8 -0.3
C 0.4 -0.6 -0.8
N -0.7 1.7 -1.6
C 1.2 -1.2 2.2
S 0.1 0.3 -0.4
C -0.3 1.4 2.4
H 0.8 0.7 0.0
H 0.7 -0.6 0.0
H 0.3 -0.2 0.0
H 0.0 -0.1 0.6
H -0.3 -0.5 -0.5
H -1.1 -0.1 -0.6
H -0.1 -0.6 -0.6
H 1.0 -0.3 -0.9

Computed properties:
SMILES string: NC1CN(C=S)C1
Molar mass, g/mol: 116.2
Gap between HOMO and LUMO, eV: 9.081
Total energy, hartree: -664.862626
ΔE to the lowest compared entry with this formula, charge and spin, eV: 1.909

***

9 unconnected molecules or ions with the total composition H18O9 at a distorted geometry. Source: OMol25; level of theory: the ωB97M-V functional and the def2-TZVPD basis.

Positions of all 27 atoms, in Å:
O  0.005699  0.880419  -3.839779
H  0.249988  1.791478  -4.002671
H  -0.320346  0.876618  -2.939821
O  -2.147907  1.454405  2.423418
H  -2.161772  2.340212  2.785906
H  -1.222121  1.211199  2.419451
O  -1.401080  1.373947  -1.359899
H  -2.249468  1.131189  -1.730755
H  -1.499709  2.294682  -1.117518
O  3.086297  -2.064247  -1.649405
H  3.085960  -1.282248  -1.097406
H  3.599658  -2.705063  -1.157415
O  -0.395747  -3.127913  0.541199
H  -0.139504  -2.226807  0.344748
H  -1.026144  -3.047518  1.256995
O  0.234941  -0.335117  0.280988
H  1.086950  0.020167  0.027812
H  -0.396641  0.163588  -0.237308
O  0.429313  0.245900  2.888218
H  1.233900  0.739143  2.728282
H  0.333764  -0.313834  2.117640
O  -3.592607  -0.184775  0.418616
H  -4.318683  -0.380981  1.010688
H  -2.824724  -0.137143  0.988110
O  3.218449  0.122256  -0.291002
H  3.513404  0.799105  0.318171
H  3.618131  0.361339  -1.127263

Force components x, y, z for each atom (eV/Å):
O 0.2 -0.3 -0.3
H 0.1 0.2 -0.2
H -0.2 0.1 0.3
O -0.4 -0.2 -0.4
H -0.2 0.2 0.1
H 0.7 -0.2 0.3
O 0.4 -0.3 0.2
H -0.5 -0.2 -0.1
H 0.0 0.3 0.2
O -0.5 -0.7 -0.8
H -0.1 0.2 0.7
H 0.3 -0.5 0.2
O 0.1 -1.1 -0.4
H 0.6 1.6 -0.5
H -0.6 -0.2 0.8
O 0.0 -1.0 0.1
H 0.7 0.0 -0.2
H -0.8 0.6 -0.5
O -0.2 0.2 0.6
H 0.2 0.2 0.1
H 0.0 -0.1 -0.4
O 0.2 -0.3 -0.7
H -0.4 0.0 0.2
H 0.2 0.5 0.4
O -0.4 0.3 0.2
H 0.2 0.1 0.4
H 0.2 0.5 -0.5

Computed properties:
Multiplicity: 2
Molar mass, g/mol: 162.1
Charge: +1
Gap between HOMO and LUMO (alpha / beta), eV: 10.799 / 2.624
Total energy, hartree: -687.539968
<S²>: 0.76
ΔE to the lowest compared entry with this formula, charge and spin, eV: 1.091

***

Q: Look up the total energy of the second one.
A: -664.862626 hartree

***

Q: Look up the molar mass of the first one.
A: 583.9 g/mol